Entry 1:
A single C6H15F3NPSi molecule at a distorted geometry. Source: OMol25; level of theory: wB97M-V/def2-TZVPD.

Geometry as XYZ:
```
27
Properties=species:S:1:pos:R:3:lowdin_charge:R:1
C -2.937 1.198 0.940 -0.1672
C -2.790 0.828 -0.597 -0.4086
P -1.103 0.225 -1.181 0.9642
C -1.164 -1.461 -0.498 -0.4626
C 0.166 -2.164 -0.847 -0.1849
C -0.046 1.102 0.163 -0.3466
C 1.360 1.006 -0.344 -0.3346
N 2.188 0.397 0.731 -0.0747
Si 3.704 -0.309 0.454 0.1816
F 3.801 -1.881 0.450 -0.0604
F 4.969 0.136 1.373 -0.0891
F 4.031 -0.132 -1.110 -0.0756
H -2.319 2.013 1.331 0.0383
H -3.979 1.520 1.252 0.0776
H -2.629 0.253 1.510 0.0771
H -2.856 1.703 -1.272 0.0568
H -3.430 0.004 -0.645 0.0318
H -1.093 -1.456 0.683 0.1107
H -1.952 -2.092 -0.948 0.0791
H 1.037 -1.439 -0.758 0.0364
H 0.424 -3.072 -0.216 0.1007
H 0.104 -2.260 -1.882 0.0338
H -0.536 2.090 0.350 0.0772
H -0.234 0.676 1.150 0.0718
H 1.531 0.251 -1.097 0.0539
H 1.675 1.991 -0.632 0.1089
H 2.076 0.873 1.642 0.1042
```

Its LUMO energy is 0.6 eV. For the highest occupied orbital energy, the calculation gives -8.977 eV. Its energy above the lowest of the compared OMol25 structures with the same formula, charge and spin is 1.105 eV. The value obtained for the total energy is -1222.98308 Ha.

Entry 2:
A molecular structure, C4H6CrLiO2 at a distorted geometry. Source: OMol25; level of theory: wB97M-V/def2-TZVPD.

Geometry as XYZ:
```
14
Properties=species:S:1:pos:R:3:lowdin_charge:R:1
O 2.313 0.069 -0.246 -0.3103
C 1.069 0.310 -0.309 -0.2680
C 0.095 -0.327 0.472 -0.0688
Cr 3.624 1.174 -1.314 1.5672
Li 2.991 -1.509 0.659 0.9000
H 0.741 1.137 -0.955 0.1582
H 0.379 -0.920 1.344 0.1489
C -1.298 0.164 0.508 -0.2797
C -1.461 -0.635 -0.687 0.1075
O -1.639 1.222 1.224 0.2062
H -2.556 0.114 -0.210 0.3561
H -1.226 -1.706 -0.695 0.1545
H -2.040 -0.709 -1.611 0.1524
H -0.993 1.616 1.820 0.1757
```

Its LUMO energy (alpha / beta) is -15.9 / -14.6 eV. The charge is +3. For the highest occupied orbital energy (alpha / beta), the calculation gives -19.799 / -19.812 eV. As for the spin multiplicity: 5. Its energy above the lowest of the compared OMol25 structures with the same formula, charge and spin is 3.621 eV. The value obtained for the total energy is -1357.02111 Ha.

Entry 3:
A molecular structure, C2HBr2NO at a distorted geometry. Source: OMol25; level of theory: wB97M-V/def2-TZVPD.

Geometry as XYZ:
```
7
Properties=species:S:1:pos:R:3:lowdin_charge:R:1
C 0.856 1.875 0.040 -0.4677
C 3.293 -0.113 0.771 -1.1055
N 0.783 2.948 0.545 0.1771
O 0.715 0.840 -0.484 0.0858
Br 2.452 -1.761 0.505 0.5796
Br 4.112 0.596 -0.695 0.6095
H 1.680 3.389 0.871 0.1213
```

Its LUMO energy is -1.3 eV. For the highest occupied orbital energy, the calculation gives -9.226 eV. Its energy above the lowest of the compared OMol25 structures with the same formula, charge and spin is 2.108 eV. The value obtained for the total energy is -5354.72256 Ha.

Entry 4:
A gas-phase ion, C6H9BNO4 (charge +1) at a distorted geometry. Source: OMol25; level of theory: wB97M-V/def2-TZVPD.

Geometry as XYZ:
```
21
Properties=species:S:1:pos:R:3:lowdin_charge:R:1
C 1.960 0.228 0.167 0.0128
N 0.493 -0.042 0.058 -0.2894
C -0.133 0.000 1.437 0.0889
B -1.674 -0.052 0.843 -0.4267
O -2.159 1.199 0.451 0.2266
C -1.266 1.896 -0.355 -0.3942
O -1.393 3.042 -0.579 0.2188
C 0.037 1.146 -0.830 0.0514
O -2.139 -1.035 0.054 0.2911
C -1.308 -1.987 -0.383 -0.3834
O -1.563 -3.091 -0.688 0.2396
C 0.184 -1.348 -0.551 0.0024
H 2.529 0.222 -0.867 0.1705
H 2.085 1.237 0.644 0.1317
H 2.329 -0.542 0.897 0.1277
H 0.023 0.970 1.889 0.1447
H 0.322 -0.840 1.981 0.1471
H -0.386 0.785 -1.801 0.1805
H 0.712 1.970 -0.892 0.1354
H 0.737 -2.131 0.038 0.1642
H 0.611 -1.625 -1.514 0.1605
```

Its LUMO energy is -4.2 eV. The charge is +1. For the highest occupied orbital energy, the calculation gives -15.264 eV. Its energy above the lowest of the compared OMol25 structures with the same formula, charge and spin is 0.000 eV. The value obtained for the total energy is -614.35925 Ha.

Entry 5:
A single C5H4 molecule at a distorted geometry. Source: OMol25; level of theory: wB97M-V/def2-TZVPD.

Geometry as XYZ:
```
9
Properties=species:S:1:pos:R:3:lowdin_charge:R:1
C 2.577 -0.014 0.149 0.1466
C 1.553 0.442 -0.294 -0.1443
C 0.298 0.811 -0.677 -0.0846
C -0.918 0.796 -0.733 -0.0488
C -1.644 -0.219 0.102 -0.1122
H 3.505 -0.385 0.510 0.0331
H -0.896 -0.779 0.688 0.0756
H -2.160 -0.926 -0.541 0.0687
H -2.315 0.274 0.797 0.0659
```

Its LUMO energy (alpha / beta) is -0.2 / -0.2 eV. For the highest occupied orbital energy (alpha / beta), the calculation gives -9.451 / -9.451 eV. Its energy above the lowest of the compared OMol25 structures with the same formula, charge and spin is 1.572 eV. The value obtained for the total energy is -192.73637 Ha.

Entry 6:
A single C6H9N molecule. Source: OMol25; level of theory: wB97M-V/def2-TZVPD.

Geometry as XYZ:
```
16
Properties=species:S:1:pos:R:3:lowdin_charge:R:1
C 1.045 0.693 -1.360 -0.1793
N 1.456 -0.518 -1.336 0.0505
C 1.037 -1.083 -0.023 -0.1544
C -0.063 -0.089 0.343 -0.4407
C 0.659 1.218 -0.020 -0.0998
C -1.217 -0.060 1.268 -0.0885
C -1.453 -0.451 -0.165 -0.0809
H 0.801 1.196 -2.286 0.1110
H 1.816 -1.136 0.750 0.1153
H 0.713 -2.109 -0.233 0.1111
H 0.095 2.139 0.129 0.1145
H 1.615 1.351 0.530 0.1282
H -1.524 0.958 1.502 0.1039
H -1.313 -0.775 2.070 0.0984
H -1.626 -1.517 -0.341 0.1067
H -2.039 0.183 -0.828 0.1041
```

Its LUMO energy is 1.0 eV. For the highest occupied orbital energy, the calculation gives -9.345 eV. Its energy above the lowest of the compared OMol25 structures with the same formula, charge and spin is 2.438 eV. The value obtained for the total energy is -288.69243 Ha.

Entry 7:
15 unconnected molecules or ions with the total composition H30O15 at a distorted geometry. Source: OMol25; level of theory: wB97M-V/def2-TZVPD.

Geometry as XYZ:
```
45
Properties=species:S:1:pos:R:3:lowdin_charge:R:1
O -1.591 3.032 1.921 0.1034
H -1.858 2.860 2.710 -0.0513
H -0.752 3.286 1.943 -0.0216
O 2.727 0.582 3.506 0.0048
H 2.030 0.736 4.121 0.0334
H 2.388 0.164 2.786 -0.0779
O -3.665 -0.364 -3.521 -0.1042
H -2.673 -0.621 -3.534 0.0709
H -3.648 0.607 -3.517 0.0263
O 2.350 -1.717 0.655 -0.1198
H 2.911 -1.544 -0.157 0.0375
H 1.824 -2.496 0.138 0.1448
O 3.390 -0.725 -1.919 0.0386
H 2.900 -1.045 -2.586 -0.0033
H 3.249 0.190 -1.970 -0.0060
O -0.793 -2.758 -1.617 -0.0490
H -0.765 -3.650 -1.428 -0.0144
H -0.811 -2.492 -2.574 0.0689
O 3.423 1.331 0.452 0.0630
H 3.626 0.558 0.145 -0.0685
H 4.136 1.819 0.839 0.0806
O 1.119 2.477 -0.662 -0.1036
H 1.414 1.650 -0.219 -0.0083
H 0.131 2.231 -0.752 0.0519
O -1.396 -3.067 1.172 -0.1925
H -0.318 -3.316 1.351 0.0910
H -1.232 -2.080 0.880 0.0548
O -4.006 -1.014 0.503 -0.0178
H -3.097 -1.136 0.470 -0.0244
H -4.513 -1.808 0.273 0.0719
O 2.785 2.211 -2.825 -0.0463
H 1.896 2.063 -2.557 -0.0049
H 3.093 3.094 -2.631 0.0451
O -4.487 1.381 -1.180 -0.1510
H -4.176 1.207 -0.139 0.1147
H -4.961 0.547 -1.250 0.0015
O -1.802 1.603 -0.930 -0.0437
H -2.249 2.406 -0.561 0.0707
H -1.476 1.146 -0.203 -0.0216
O 0.882 0.390 1.280 -0.1041
H 1.373 1.144 1.250 -0.0718
H 1.681 -0.352 1.366 0.0731
O 0.396 -3.201 2.757 -0.0530
H 0.428 -3.055 3.677 0.0460
H 0.118 -2.275 2.537 0.0657
```

Its LUMO energy is -0.2 eV. For the highest occupied orbital energy, the calculation gives -10.237 eV. Its energy above the lowest of the compared OMol25 structures with the same formula, charge and spin is 6.492 eV. The value obtained for the total energy is -1146.40149 Ha.

Entry 8:
A molecular structure, C27H18AsCrN3S3. Source: OMol25; level of theory: wB97M-V/def2-TZVPD.

Geometry as XYZ:
```
53
Properties=species:S:1:pos:R:3:lowdin_charge:R:1
Cr -0.964 -1.316 -0.280 -0.0648
S -1.125 1.006 -0.234 0.5710
C -2.836 0.730 -0.365 -1.0925
S -3.257 -0.955 -0.457 0.6335
C -3.757 1.741 -0.396 -0.3741
C -5.164 1.453 -0.479 -0.2485
N -6.292 1.221 -0.539 0.1428
C -3.342 3.117 -0.330 -0.2504
N -3.007 4.218 -0.271 0.1429
S 0.365 -1.612 -2.365 0.6766
C 1.988 -1.908 -1.981 -0.7341
N 2.903 -0.988 -2.340 0.0609
C 4.228 -1.056 -2.079 -0.0552
C 4.733 -2.116 -1.399 -0.0505
C 3.839 -3.119 -0.990 -0.0427
C 2.508 -3.023 -1.273 -0.1193
H 2.528 -0.182 -2.829 0.1527
H 4.828 -0.232 -2.437 0.1349
H 5.789 -2.171 -1.182 0.1129
H 4.211 -3.979 -0.445 0.1199
H 1.812 -3.794 -0.982 0.0855
C 2.883 -5.587 4.038 -0.0854
C 2.705 -4.357 4.657 -0.0752
C 2.147 -3.292 3.955 -0.0923
C 1.763 -3.462 2.632 -0.3674
C 1.952 -4.691 2.010 -0.1240
C 2.505 -5.755 2.711 -0.0819
As 1.010 -1.989 1.593 1.3640
C 0.241 -0.948 3.031 -0.3522
C 0.872 0.064 3.735 -0.0991
C 0.171 0.745 4.722 -0.0700
C -1.155 0.417 4.982 -0.0594
C -1.788 -0.586 4.264 -0.0031
C -1.091 -1.278 3.283 -0.1852
C -1.654 -2.334 2.413 -0.2026
C -2.928 -2.862 2.500 -0.0143
C -3.354 -3.813 1.579 -0.0635
C -2.509 -4.253 0.576 -0.0714
C -1.212 -3.749 0.484 -0.1489
C -0.785 -2.789 1.404 -0.4443
H 3.313 -6.416 4.589 0.1043
H 2.993 -4.222 5.693 0.1065
H 2.001 -2.341 4.450 0.0936
H 1.648 -4.836 0.979 0.0813
H 2.638 -6.714 2.223 0.1049
H 1.897 0.334 3.512 0.1070
H 0.652 1.542 5.275 0.1063
H -1.705 0.961 5.739 0.1083
H -2.829 -0.813 4.462 0.1134
H -3.609 -2.517 3.269 0.1190
H -4.363 -4.203 1.641 0.1174
H -2.851 -4.990 -0.140 0.1169
H -0.539 -4.151 -0.261 0.0954
```

Its LUMO energy (alpha / beta) is -0.9 / -1.0 eV. For the highest occupied orbital energy (alpha / beta), the calculation gives -7.156 / -7.530 eV. As for the spin multiplicity: 5. Its energy above the lowest of the compared OMol25 structures with the same formula, charge and spin is 0.677 eV. The value obtained for the total energy is -5678.76570 Ha.

Question: Which value of energy above the lowest of the compared OMol25 structures with the same formula, charge and spin does entry 3 give?
Answer: 2.108 eV